C6H21N2NbO2PS | ωB97M-V with the def2-TZVPD basis set

- Calculated total energy: -35306.7752 eV
- HOMO energy: -4.23 eV
- Kohn-Sham gap: 6.3908 eV
- Net charge: -1

Each line ends with the Löwdin charge.
Element x y z (Å)
S -1.474 -0.246 0.640  -0.17
P -1.811 -0.166 -1.274  -0.12
Nb 0.183 -0.925 -2.721  0.70
H -2.925 -1.030 -1.584  -0.11
H -2.086 1.213 -1.666  -0.10
H 1.407 -0.264 -1.543  -0.18
H 0.155 0.629 -3.701  -0.21
H -1.068 -1.575 -3.907  -0.21
H 0.220 -2.581 -1.985  -0.18
H 1.556 -1.461 -3.807  -0.20
C -6.407 2.815 2.345  -0.03
C -5.151 2.755 1.521  -0.55
O -5.031 3.381 0.469  0.01
N -4.124 1.978 1.969  0.00
C -4.069 1.175 3.167  -0.10
H -7.133 3.474 1.859  0.08
H -6.848 1.818 2.428  0.08
H -6.185 3.218 3.336  0.08
H -3.313 1.991 1.358  0.10
H -3.232 1.528 3.773  0.08
H -3.889 0.139 2.872  0.06
H -4.990 1.233 3.750  0.07
C 4.470 -1.770 0.507  -0.02
C 4.539 -1.887 -0.991  -0.55
O 3.563 -2.209 -1.665  -0.04
N 5.730 -1.625 -1.602  -0.01
C 6.979 -1.236 -0.993  -0.10
H 3.458 -2.010 0.846  0.09
H 5.165 -2.476 0.970  0.08
H 4.704 -0.747 0.814  0.08
H 5.695 -1.726 -2.611  0.14
H 7.273 -0.270 -1.410  0.08
H 7.731 -1.985 -1.255  0.08
H 6.907 -1.157 0.093  0.07